# C55H50CoIN2P

A structure of composition C55H50CoIN2P (ωB97M-V/def2-TZVPD, the OMol25 dataset).

Values from the calculation:
* calculated total energy: -4256.9056 Ha
* charge: +1
* E_LUMO (spin up / spin down): -0.135 / -0.135 Eh
* frontier orbital gap (spin up / spin down): 0.217 / 0.217 hartree

Atoms and positions in Å:
I (1.286, -2.730, -3.533)
Co (-0.288, -0.497, 0.647)
P (0.317, 0.356, -2.822)
N (-0.279, -1.128, 2.489)
N (-2.049, 0.203, 1.203)
C (-1.316, -0.307, -2.327)
C (-0.289, -1.599, 5.251)
C (4.570, 3.038, -1.156)
C (0.243, 2.117, -2.297)
C (-5.867, 3.137, 2.639)
C (0.820, 3.166, -3.014)
C (1.179, 0.111, -6.874)
C (1.031, -0.323, -5.529)
C (-3.690, -0.680, -2.615)
C (-2.486, -1.981, -1.001)
C (0.380, 1.169, -7.379)
C (0.942, -1.129, 7.355)
C (-2.525, -0.024, -2.972)
C (5.433, -4.324, -2.271)
C (-4.131, 1.331, 0.945)
C (5.202, -1.943, -2.496)
C (-2.354, 0.004, 2.495)
C (0.752, -2.037, 4.434)
C (-1.536, -1.381, 7.443)
C (-5.978, 1.289, 4.305)
C (1.732, -1.519, -5.185)
C (-1.292, -0.705, 3.257)
C (-3.675, -1.664, -1.625)
C (2.628, -0.674, -0.329)
C (4.598, 0.635, -0.997)
C (5.957, 3.044, -1.241)
C (0.470, 4.689, -1.177)
C (3.870, -0.635, -0.844)
C (-0.115, -3.372, 6.993)
C (-6.947, 0.955, 2.036)
C (-0.583, 1.447, -5.220)
C (-1.320, -1.290, -1.333)
C (4.208, -3.086, -0.619)
C (6.668, 1.852, -1.195)
C (-0.529, 1.795, -6.585)
C (-1.324, -0.912, 4.626)
C (-0.262, -1.864, 6.752)
C (2.107, -0.510, -7.748)
C (4.465, -1.903, -1.313)
C (1.466, -0.684, 0.142)
C (5.675, -3.154, -2.976)
C (-0.081, 3.650, -0.440)
C (-2.934, 0.860, 0.447)
C (-0.177, 2.382, -0.993)
C (2.855, -1.565, -7.331)
C (-5.806, 1.614, 2.823)
C (2.628, -2.095, -6.045)
C (0.931, 4.435, -2.460)
C (-4.476, 1.112, 2.276)
C (0.727, -1.783, 3.080)
C (3.892, 1.840, -1.027)
C (0.192, 0.461, -4.665)
C (4.700, -4.290, -1.091)
C (5.992, 0.649, -1.077)
C (-3.549, 0.424, 3.052)
H (-6.941, 1.666, 4.646)
H (6.232, -3.183, -3.903)
H (3.568, -2.041, -7.990)
H (2.196, -0.126, -8.756)
H (-5.963, 0.213, 4.492)
H (1.525, -2.107, 2.427)
H (4.014, 3.965, -1.189)
H (-2.560, 0.699, -3.777)
H (-1.651, -0.298, 7.378)
H (0.867, -0.053, 7.192)
H (1.211, 3.005, -4.009)
H (-0.427, 3.819, 0.571)
H (-6.791, 3.523, 3.072)
H (-4.795, 1.857, 0.274)
H (2.813, 1.827, -0.969)
H (1.600, -2.565, 4.846)
H (5.361, -1.035, -3.063)
H (6.548, -0.276, -1.013)
H (-5.850, 3.419, 1.586)
H (-0.569, 1.583, -0.367)
H (3.624, -3.046, 0.291)
H (0.553, 5.681, -0.753)
H (4.509, -5.203, -0.543)
H (-2.666, 0.998, -0.589)
H (-6.939, -0.129, 2.166)
H (0.797, -3.773, 6.552)
H (-0.961, -3.923, 6.578)
H (1.882, -1.472, 6.921)
H (7.748, 1.859, -1.247)
H (-0.356, -1.670, -0.955)
H (-0.077, -3.566, 8.065)
H (-2.152, -0.531, 5.202)
H (5.814, -5.266, -2.642)
H (-5.029, 3.628, 3.135)
H (-1.491, -1.641, 8.501)
H (-1.161, 2.583, -6.969)
H (1.383, 5.227, -3.043)
H (0.504, 1.454, -8.416)
H (3.136, -3.003, -5.750)
H (-4.612, -0.447, -3.132)
H (-4.585, -2.190, -1.366)
H (0.986, -1.308, 8.430)
H (-2.444, -2.767, -0.257)
H (-2.428, -1.853, 7.027)
H (-3.758, 0.206, 4.087)
H (6.488, 3.982, -1.338)
H (-7.906, 1.332, 2.394)
H (-6.881, 1.169, 0.970)
H (-1.214, 2.044, -4.573)
H (-5.206, 1.759, 4.918)